Record 1
{"formula": "C10H13LaNPS", "method": "the ωB97M-V functional and the def2-TZVPD basis", "species": ["La", "S", "P", "N", "C", "C", "C", "C", "C", "C", "C", "C", "C", "C", "H", "H", "H", "H", "H", "H", "H", "H", "H", "H", "H", "H", "H"], "xyz": [[-0.8572, 0.6940, -1.6621], [-2.2909, 1.2004, 0.8560], [0.3439, -2.0997, -0.3330], [-1.5255, -0.6068, 2.6577], [0.0284, 1.1557, 2.3667], [0.4876, -0.6113, 3.9423], [-0.6945, -1.1942, 3.5625], [-0.3209, 0.1809, -3.9478], [0.8553, 0.6240, 3.2935], [-1.1279, 0.5687, 1.9699], [1.4579, 1.1162, -2.4125], [0.7256, -0.3837, -3.1078], [-0.4248, 1.5867, -3.8199], [0.5838, 2.1275, -2.9895], [2.1676, 1.5552, -1.6194], [-0.3534, -2.8852, 0.6665], [1.6215, -2.3627, 0.2043], [-1.1663, 2.2333, -4.3986], [0.9576, -1.5220, -3.2099], [1.8190, 1.0711, 3.5509], [0.3002, 2.1435, 1.8321], [-2.3939, -1.0008, 2.3977], [0.3972, -3.2288, -1.2504], [-1.1578, -0.4500, -4.5232], [0.5494, 3.2259, -2.7042], [1.1042, -1.0348, 4.6902], [-1.0861, -2.1031, 3.9882]], "total_charge": 0, "gap_ha": [0.12555, 0.12518], "e_homo_ha": [-0.1475, -0.1474], "lumo_ev": [-0.6, -0.6]}



Record 2
{"formula": "C32H83F6N8O12S2Ti", "method": "the ωB97M-V functional and the def2-TZVPD basis", "species": ["Ti", "S", "S", "F", "F", "F", "F", "F", "F", "O", "O", "O", "O", "O", "O", "O", "O", "O", "O", "O", "O", "N", "N", "N", "N", "N", "N", "N", "N", "C", "C", "C", "C", "C", "C", "C", "C", "C", "C", "C", "C", "C", "C", "C", "C", "C", "C", "C", "C", "C", "C", "C", "C", "C", "C", "C", "C", "C", "C", "C", "C", "H", "H", "H", "H", "H", "H", "H", "H", "H", "H", "H", "H", "H", "H", "H", "H", "H", "H", "H", "H", "H", "H", "H", "H", "H", "H", "H", "H", "H", "H", "H", "H", "H", "H", "H", "H", "H", "H", "H", "H", "H", "H", "H", "H", "H", "H", "H", "H", "H", "H", "H", "H", "H", "H", "H", "H", "H", "H", "H", "H", "H", "H", "H", "H", "H", "H", "H", "H", "H", "H", "H", "H", "H", "H", "H", "H", "H", "H", "H", "H", "H", "H", "H"], "xyz": [[1.7992, -1.7359, 2.4941], [0.2380, 0.9433, 1.6060], [-0.1560, -0.7080, -0.4040], [-1.3656, 1.4200, 3.5563], [-0.3295, -2.8172, -1.9635], [0.0034, -3.3166, 0.0288], [-0.9147, -0.6884, 3.3253], [1.6922, -2.5285, -1.1400], [-2.4632, 0.2954, 1.9865], [0.8495, -1.7052, -5.3684], [0.4524, 0.0815, -1.4293], [-1.5966, -0.6419, -0.4086], [-5.0533, -3.2319, -1.9349], [5.8069, -4.0415, 1.2852], [1.8301, -4.1199, 2.2400], [-4.1759, 2.3037, -1.9228], [-0.2735, 1.9593, 0.7259], [1.2249, 1.4822, 2.5171], [2.5396, 4.3847, -2.5244], [-0.2186, 5.7787, 3.5410], [0.5684, -0.8617, 7.0356], [4.7762, 6.0437, -2.5582], [-3.0066, -0.2522, -2.7355], [1.0290, -2.3042, 4.5909], [0.5384, -0.6200, 1.0053], [-0.7264, -3.8343, -6.5260], [4.0907, -2.0766, 2.4710], [-7.8585, 2.0711, -1.6079], [-1.8050, 4.8302, 5.7565], [-3.8965, -1.3817, -3.0513], [1.0063, 5.7557, 2.8621], [4.3685, -2.0573, 1.0612], [-0.9118, 4.4622, 3.5821], [7.0693, -4.6388, 1.2139], [-1.2818, 0.4639, 2.6624], [3.6446, 4.0099, -3.4715], [1.8344, -0.8670, -4.6685], [-6.7073, 3.7369, -0.4076], [-5.1660, -4.0874, -0.7965], [-0.8962, -3.4317, 3.7124], [4.2258, -0.6402, 0.4959], [4.5192, 5.2513, -3.8057], [-0.4542, 0.1366, 6.8613], [-4.1654, -2.1222, -1.6762], [5.7982, 4.8282, -4.4414], [0.6780, -4.0343, -6.1227], [-3.3892, 2.7097, -0.8102], [0.3297, -2.4773, -0.8748], [1.2126, -4.5926, 3.4908], [1.2432, -5.2210, -7.0118], [-5.4747, 1.7636, -1.6273], [1.3881, -2.6610, -6.3099], [0.4434, -3.5605, 4.3304], [-6.6031, 2.8098, -1.6026], [-2.2017, 4.3435, 4.4304], [1.6634, 3.4206, -2.1093], [5.7995, -2.6474, 0.8048], [-3.4604, 4.9581, 3.8645], [2.2851, -5.1851, 1.4630], [0.1626, 1.3717, 6.2063], [-3.1958, -2.1440, -4.1823], [4.1945, 3.2073, -2.9801], [-3.1532, 5.9893, 3.6905], [-3.2033, -2.5447, -1.3863], [5.7744, 4.3845, -5.4367], [-3.7969, -2.9438, -4.6149], [-8.6040, 2.7127, -1.3785], [2.0302, 2.5088, -1.6380], [-1.0864, 4.1083, 2.5660], [-1.2086, -0.2339, 6.1672], [-5.4255, 1.1122, -0.7548], [0.8432, -6.2010, -6.7517], [3.0538, -5.8621, 1.8356], [-2.9587, -1.4784, -5.0122], [1.0908, 3.9800, -1.3696], [1.1789, -4.9264, -8.0593], [0.9666, 2.9916, -2.8293], [-8.0758, 1.7833, -2.5513], [0.7234, -4.3063, -5.0682], [7.6550, -4.4768, 2.1188], [-0.1487, 3.8057, 4.0004], [2.6260, -1.4355, -4.1802], [1.4297, -5.8129, 1.2133], [-4.2298, 5.0276, 4.6334], [6.0955, -2.5453, -0.2393], [-1.5168, -4.3197, 3.5923], [-2.4579, 3.3096, 4.6616], [4.9905, 0.0111, 0.9191], [-7.6738, 4.2403, -0.4296], [-1.5090, -2.8039, 4.3593], [3.8993, 5.9318, -4.3894], [1.4550, -0.1851, -3.9075], [6.0662, 3.9198, -3.9018], [4.3905, -0.5650, -0.5790], [3.6380, -2.6780, 0.5423], [0.9633, 1.7165, 6.8606], [-2.3959, -0.4895, -1.9669], [-6.5186, 3.3447, -2.5485], [-5.7337, -4.9746, -1.0770], [-5.9023, 4.4615, -0.2851], [-6.7727, 3.0731, 0.4546], [6.8299, -5.7022, 1.2253], [-2.2639, -2.6107, -3.8630], [-3.5239, 0.5257, -2.3518], [7.5191, -4.2687, 0.2927], [-2.6900, 3.4192, -1.2527], [1.8178, 5.1433, 3.2553], [-4.4412, -1.3486, -0.9595], [-4.1651, -4.3733, -0.4732], [-4.7544, -0.7904, -3.3713], [-0.6084, 2.1383, 6.1292], [2.4929, -4.8768, 0.4384], [2.0236, -5.0647, 4.0452], [-2.5885, 5.1942, 6.2798], [3.2516, -0.2188, 0.7440], [2.4024, -0.2690, -5.3811], [2.2765, -5.4735, -6.7740], [-0.9194, 0.2692, 7.8380], [0.3248, -4.0078, 5.3173], [-5.6540, -3.4804, -0.0339], [6.5104, -1.9998, 1.3179], [1.3425, 6.7888, 2.7736], [-1.1868, 5.6267, 5.6972], [-0.7911, -3.5129, -7.4814], [0.7447, 5.4208, 1.8584], [1.2311, -0.7140, 7.7142], [2.4082, -2.8734, -5.9899], [0.5267, -5.4153, 3.2890], [0.3574, -1.6292, 4.9276], [-3.9308, 4.4408, 3.0283], [0.4834, 1.2423, 5.1726], [3.2267, 3.6672, -4.4181], [5.4709, 5.4860, -2.0823], [1.3937, -2.1762, -7.2862], [4.8679, -1.6186, 2.9252], [-3.9590, 3.0675, 0.0473], [-1.0722, -2.9992, -6.0753], [4.2755, -3.0278, 2.7559], [-0.8847, -2.9736, 2.7234], [-5.6660, 0.9497, -2.3268], [6.5996, 5.5664, -4.4718], [-2.8165, 1.8095, -0.5870], [3.9175, 5.9131, -2.0428], [1.5642, -2.4624, 5.4327]], "spin_multiplicity": 5, "total_charge": 1, "gap_ha": [0.19010, 0.14294], "e_homo_ha": [-0.2501, -0.3907], "lumo_ev": [-1.6, -6.7]}



Record 3
{"formula": "C4H5N3O", "method": "the ωB97M-V functional and the def2-TZVPD basis", "species": ["O", "N", "N", "N", "C", "C", "C", "C", "H", "H", "H", "H", "H"], "xyz": [[-0.8239, 1.6709, 0.5404], [-0.5738, 1.4148, -1.6675], [0.5093, -0.1246, 2.4538], [0.4307, -2.1362, -1.7459], [-0.4784, 1.0383, -0.3813], [0.5045, -0.8272, 1.2501], [0.4600, -1.3066, -0.9004], [0.2675, -0.3643, -0.0130], [0.1837, 0.9979, -2.4758], [-0.6785, 2.5150, -1.8839], [-0.2180, -0.9737, 3.3464], [-0.3159, 0.7132, 2.1638], [0.5355, -1.9387, 1.5116]], "total_charge": 0, "gap_ha": 0.32467, "e_homo_ha": -0.3337, "de_lowest_kcal_mol": 115.8, "lumo_ev": -0.2}



Record 4
{"formula": "CH3IO2S", "method": "the ωB97M-V functional and the def2-TZVPD basis", "species": ["I", "S", "O", "O", "C", "H", "H", "H"], "xyz": [[3.7379, -0.0273, 0.4203], [1.3569, 0.5454, 0.0715], [-0.9019, 0.5922, 0.5022], [0.7245, 0.4057, -1.2292], [-1.7965, -0.1194, 0.1023], [1.2704, -0.7014, 0.7480], [-1.6343, -0.9767, -0.5387], [-2.7571, 0.2815, -0.0762]], "total_charge": 0, "gap_ha": 0.32250, "e_homo_ha": -0.3379, "de_lowest_kcal_mol": 42.9, "lumo_ev": -0.4}



no.,F_max (eV Å⁻¹)
1,7.250
2,3.598
3,9.388
4,2.774